Formula: HN3O6S
Source: OMol25
Level of theory: ωB97M-V with the def2-TZVPD basis set

Structure (XYZ):
```
11
Properties=species:S:1:pos:R:3:mulliken_charge:R:1
N -2.016 0.443 -0.102 -0.33
N -2.409 0.514 -1.120 0.89
N 0.681 -1.395 0.101 0.85
O -2.902 0.757 -2.104 -0.56
O 0.808 0.639 1.698 -0.47
O 0.030 -1.949 0.983 -0.46
O 0.978 -1.661 -1.031 -0.49
O 0.666 0.864 -0.826 -0.48
O 2.834 0.304 0.400 -0.48
S 1.413 0.294 0.257 1.10
H -0.082 1.188 1.745 0.41
```

Computed properties:
E	-27600.073	eV
largest force on an atom	5.5	eV/Å
SMILES	O=[N+]([O-])S(=O)(=O)O.N#[N+][O-]
frontier orbital gap	10.9	eV

Formula: CH9N2O
Source: OMol25
Level of theory: ωB97M-V with the def2-TZVPD basis set

Structure (XYZ):
```
13
Properties=species:S:1:pos:R:3:mulliken_charge:R:1
O 1.802 -1.062 -1.994 -0.68
H 2.384 -1.521 -2.601 0.32
H 0.780 -1.352 1.262 0.32
H 1.897 -0.062 -2.147 0.33
N 0.224 -0.645 0.686 -0.54
C -1.461 0.159 0.826 -0.10
N -1.071 1.452 0.499 -0.38
H 0.510 -0.787 -0.352 0.32
H 0.634 0.223 1.018 0.32
H -1.619 -0.003 1.861 0.29
H -1.982 -0.444 0.073 0.32
H -1.547 1.940 -0.221 0.22
H -0.552 2.102 1.088 0.23
```

Computed properties:
charge	+1
E	-6203.199	eV
energy relative to the best compared isomer or geometry (same formula, charge and spin)	136.9	kJ/mol
largest force on an atom	2.8	eV/Å
frontier orbital gap	12.0	eV

Question: What is the E in the second record?
Answer: -6203.199 eV